[1]
Here is a 2-piece molecular cluster, C2H2NO2P overall from the Open Molecules 2025 dataset. Energies are from wB97M-V/def2-TZVPD.

XYZ file:
```
8
C2H2NO2P | the Open Molecules 2025 dataset | wB97M-V/def2-TZVPD
P 0.00 -3.62 -2.47
O -0.37 0.96 -0.78
O 0.09 -0.96 -2.72
N 0.03 -2.15 -2.70
C -0.33 0.18 0.21
C -0.07 -0.46 1.21
H -0.34 -0.88 2.14
H -0.74 0.47 -1.54
```

Results
charge: 0
orbital gap (alpha / beta): 8.8012 / 8.8005 eV
HOMO (alpha / beta): -9.15 / -9.15 eV

Löwdin population analysis, charges in e, atoms 1 to 5:
1. P 0.8465
2. O 0.0826
3. O -0.0642
4. N -0.7120
5. C -0.3431

[2]
Here is one molecule with the formula C2H2NO2P from the Open Molecules 2025 dataset. Energies are from wB97M-V/def2-TZVPD.

XYZ file:
```
8
C2H2NO2P | the Open Molecules 2025 dataset | wB97M-V/def2-TZVPD
P -0.17 1.39 -0.12
O 1.10 2.08 0.00
O 3.28 -0.05 0.05
N -0.24 -0.19 -0.05
C 2.14 -0.39 0.01
C 0.90 -0.93 -0.15
H -1.18 1.72 0.60
H 0.75 -1.92 -0.38
```

Results
charge: 0
orbital gap (alpha / beta): 7.5167 / 7.5200 eV
HOMO (alpha / beta): -8.56 / -8.56 eV

Löwdin population analysis, charges in e, atoms 1 to 5:
1. P 0.6930
2. O -0.3675
3. O 0.1836
4. N -0.2049
5. C -0.1107

[3]
Here is a 2-piece molecular cluster, C2H2NO2S overall from the Open Molecules 2025 dataset. Energies are from wB97M-V/def2-TZVPD.

XYZ file:
```
8
C2H2NO2S | the Open Molecules 2025 dataset | wB97M-V/def2-TZVPD
S -2.88 0.38 0.30
O -1.56 -1.64 -0.26
O -2.72 1.84 0.00
N -1.59 -0.35 -0.26
C 1.70 0.15 -0.20
C 2.73 -0.12 0.36
H 3.42 -0.48 1.01
H 0.89 0.21 -0.94
```

Results
charge: -1
orbital gap (alpha / beta): 6.8987 / 6.8981 eV
HOMO (alpha / beta): -3.07 / -3.07 eV

Löwdin population analysis, charges in e, atoms 1 to 5:
1. S 0.7026
2. O -0.3718
3. O -0.7492
4. N -0.5389
5. C -0.0087

[4]
Here is an isolated ion of composition C2H2NO3 and charge -1 from the Open Molecules 2025 dataset. Energies are from wB97M-V/def2-TZVPD.

XYZ file:
```
8
C2H2NO3 | the Open Molecules 2025 dataset | wB97M-V/def2-TZVPD
O 0.91 -1.13 -0.75
O -2.11 -0.70 0.38
O -1.56 1.43 0.00
N 1.09 -0.66 0.61
C 0.25 0.07 -0.26
C -1.34 0.23 0.14
H 0.74 0.93 -0.74
H 2.00 -0.15 0.61
```

Results
charge: -1
orbital gap: 8.4944 eV
HOMO: -4.28 eV

Löwdin population analysis, charges in e, atoms 1 to 5:
1. O -0.1094
2. O -0.0413
3. O -0.0769
4. N -0.0003
5. C -0.2645

[5]
Here is one molecule with the formula C2H2NPS from the Open Molecules 2025 dataset. Energies are from wB97M-V/def2-TZVPD.

XYZ file:
```
7
C2H2NPS | the Open Molecules 2025 dataset | wB97M-V/def2-TZVPD
S 1.81 1.01 0.05
P -0.96 -0.28 0.47
N 2.14 -0.18 -0.79
C -1.22 -1.35 -0.69
C 0.10 1.07 0.44
H -2.01 -2.07 -0.73
H 0.13 1.80 1.25
```

Results
charge: 0
orbital gap (alpha / beta): 6.1532 / 6.1347 eV
HOMO (alpha / beta): -8.63 / -8.63 eV

Löwdin population analysis, charges in e, atoms 1 to 5:
1. S 0.7056
2. P 0.8269
3. N -0.4570
4. C -0.2095
5. C -0.7735

[6]
Here is a 2-piece molecular cluster, C2H2O overall from the Open Molecules 2025 dataset. Energies are from wB97M-V/def2-TZVPD.

XYZ file:
```
5
C2H2O | the Open Molecules 2025 dataset | wB97M-V/def2-TZVPD
O -2.00 0.12 -0.22
C 0.22 0.12 -0.07
C 1.36 0.40 -0.23
H -1.93 -0.65 0.47
H 2.35 0.01 0.05
```

Results
charge: 0
orbital gap (alpha / beta): 8.4992 / 8.4897 eV
HOMO (alpha / beta): -11.45 / -11.45 eV

From a Löwdin analysis of the wavefunction, the atomic charges in e read:
1. O -0.1100
2. C 0.0646
3. C -0.0438
4. H 0.0402
5. H 0.0491

Calculated ΔE to the lowest compared entry with this formula, charge and spin, 112.5, 52.7, 121.8, 92.1, 170.2, 152.5 kcal/mol (same order as the records).
Calculated E_tot, -623.82898, -623.92426, -680.71311, -357.85239, -871.43553, -152.36004 hartree (same order as the records).